Molecular formula: C36H38N3O2PPbS6
Method: DFT, wB97M-V/def2-TZVPD

Last column: Löwdin charge in e.
Cartesian coordinates (Å):
Pb: -0.107 -0.931 0.976  1.093
O: 3.827 -5.199 0.614  0.060
C: 3.430 -5.082 -0.679  -0.258
C: 3.903 -5.982 -1.634  -0.030
C: 3.485 -5.914 -2.950  -0.085
C: 2.569 -4.944 -3.335  -0.084
C: 2.101 -4.055 -2.386  -0.024
C: 2.525 -4.084 -1.058  -0.062
C: 1.949 -3.042 -0.155  -0.446
O: 0.884 -2.470 -0.536  -0.239
N: 2.632 -2.779 0.955  0.081
N: 2.000 -1.842 1.699  -0.127
C: 2.504 -1.544 2.836  -0.077
C: 1.843 -0.555 3.696  -0.273
C: 2.267 -0.342 5.003  -0.011
C: 1.581 0.569 5.786  -0.050
C: 0.502 1.253 5.246  -0.047
C: 0.155 0.990 3.931  -0.123
N: 0.808 0.112 3.178  -0.022
H: 4.399 -5.972 0.682  0.105
H: 4.607 -6.748 -1.326  0.111
H: 3.873 -6.622 -3.670  0.103
H: 2.225 -4.886 -4.359  0.099
H: 1.388 -3.290 -2.651  0.086
H: 3.406 -2.047 3.175  0.132
H: 3.109 -0.898 5.392  0.116
H: 1.880 0.739 6.812  0.112
H: -0.059 1.972 5.824  0.107
H: -0.678 1.500 3.459  0.115
S: -5.059 6.371 2.105  0.563
C: -4.234 5.189 1.345  -1.483
S: -5.018 3.923 0.426  0.931
C: -3.556 3.110 -0.008  -1.046
C: -2.408 3.637 0.434  -1.082
S: -1.190 2.638 -0.341  0.571
S: -2.489 5.068 1.401  0.921
S: -2.979 1.804 -1.052  0.591
S: -1.135 -2.720 2.510  0.487
C: -2.794 -2.444 1.941  -0.728
C: -3.752 -1.885 2.787  -0.127
C: -5.051 -1.683 2.345  -0.093
C: -5.415 -2.027 1.050  -0.098
C: -4.468 -2.580 0.201  -0.096
C: -3.170 -2.791 0.642  -0.145
H: -3.467 -1.615 3.796  0.096
H: -5.784 -1.252 3.016  0.100
H: -6.430 -1.871 0.709  0.098
H: -4.743 -2.861 -0.809  0.096
H: -2.436 -3.245 -0.012  0.090
C: -0.781 1.220 -6.014  -0.086
C: -1.447 1.566 -4.681  -0.692
C: -2.929 1.873 -4.915  -0.103
C: -0.773 2.828 -4.127  -0.113
P: -1.279 0.270 -3.315  1.113
C: 0.507 -0.148 -3.424  -0.360
C: 1.321 0.369 -2.418  -0.131
C: 2.689 0.129 -2.394  -0.073
C: 3.270 -0.648 -3.383  -0.077
C: 2.477 -1.173 -4.394  -0.083
C: 1.114 -0.925 -4.414  -0.108
C: -2.230 -1.284 -3.790  -0.685
C: -3.658 -1.083 -3.258  -0.122
C: -2.322 -1.684 -5.262  -0.085
C: -1.602 -2.427 -2.986  -0.095
H: -0.888 2.074 -6.690  0.087
H: -1.234 0.359 -6.501  0.062
H: 0.285 1.030 -5.894  0.072
H: -3.016 2.785 -5.511  0.088
H: -3.465 2.037 -3.978  0.049
H: -3.430 1.075 -5.464  0.064
H: -0.792 3.607 -4.894  0.087
H: 0.270 2.647 -3.861  0.075
H: -1.292 3.207 -3.246  0.041
H: 0.874 0.963 -1.627  0.046
H: 3.295 0.540 -1.597  0.107
H: 4.332 -0.852 -3.363  0.106
H: 2.921 -1.791 -5.164  0.107
H: 0.521 -1.345 -5.215  0.090
H: -4.206 -0.326 -3.820  0.067
H: -3.656 -0.798 -2.204  0.036
H: -4.207 -2.026 -3.345  0.084
H: -2.844 -0.938 -5.860  0.062
H: -2.896 -2.613 -5.331  0.089
H: -1.352 -1.871 -5.720  0.064
H: -1.539 -2.179 -1.925  0.054
H: -0.595 -2.672 -3.318  0.058
H: -2.223 -3.322 -3.087  0.095

Output
Multiplicity: 1
Orbital gap: 0.2635 Eh
Energy relative to the best compared isomer or geometry (same formula, charge and spin): 0.0 kJ/mol
Calculated total energy: -126062.1156 eV
Lowest unoccupied orbital energy: -0.56 eV



Molecular formula: C21H68N12O13
Method: DFT, wB97M-V/def2-TZVPD

Last column: Löwdin charge in e.
Cartesian coordinates (Å):
C: -2.565 1.999 -3.625  -0.078
C: -3.429 1.822 -2.405  -0.350
O: -4.504 2.702 -2.373  -0.075
H: -1.817 1.210 -3.543  0.059
H: -1.926 2.908 -3.723  0.076
H: -3.160 1.879 -4.532  0.082
H: -2.849 1.887 -1.470  0.098
H: -3.823 0.804 -2.489  0.094
H: -4.252 3.543 -1.988  0.070
C: 0.736 4.344 4.385  -0.089
C: 2.213 4.426 4.190  -0.283
O: 2.654 4.122 2.835  -0.117
H: 0.270 3.413 4.104  0.059
H: 0.353 5.053 3.664  0.070
H: 0.369 4.648 5.349  0.076
H: 2.796 3.733 4.832  0.123
H: 2.541 5.471 4.385  0.114
H: 2.033 4.446 2.167  0.074
C: 3.743 -4.186 -3.744  -0.092
C: 2.665 -3.442 -2.995  -0.315
O: 1.640 -4.400 -2.638  -0.126
H: 4.055 -4.962 -3.036  0.078
H: 4.621 -3.574 -3.983  0.078
H: 3.358 -4.621 -4.637  0.063
H: 2.174 -2.740 -3.677  0.096
H: 3.051 -2.948 -2.087  0.114
H: 1.064 -4.047 -1.915  0.033
C: 1.552 -4.309 2.983  -0.078
C: 2.075 -3.315 1.995  -0.319
O: 3.484 -3.072 2.131  -0.093
H: 2.003 -3.959 3.945  0.094
H: 1.954 -5.296 2.716  0.080
H: 0.461 -4.368 3.010  0.074
H: 1.693 -2.300 2.210  0.089
H: 1.791 -3.649 1.011  0.091
H: 3.991 -3.880 2.257  0.093
C: -0.781 -1.025 3.535  -0.089
C: 0.401 -0.574 4.398  -0.316
O: 0.891 0.738 4.185  -0.086
H: -1.190 -1.971 3.881  0.075
H: -0.470 -1.145 2.485  0.044
H: -1.560 -0.247 3.545  0.066
H: 1.203 -1.345 4.406  0.108
H: -0.033 -0.649 5.410  0.109
H: 1.571 0.782 3.501  0.005
C: 1.126 4.755 -1.164  -0.067
C: -0.222 3.970 -0.993  -0.312
O: -0.641 4.033 0.369  -0.113
H: 1.894 4.229 -0.576  0.061
H: 0.982 5.820 -0.879  0.087
H: 1.437 4.670 -2.185  0.050
H: -0.072 2.935 -1.371  0.074
H: -0.975 4.439 -1.646  0.114
H: -1.611 4.118 0.321  0.015
C: -1.179 -4.436 0.011  -0.762
O: -0.204 -4.003 -0.540  0.005
N: -2.255 -3.723 0.182  0.214
N: -1.268 -5.658 0.462  0.186
H: -3.079 -4.030 0.689  0.130
H: -2.063 -2.752 0.066  0.063
H: -2.069 -5.969 0.984  0.112
H: -0.567 -6.333 0.168  0.132
C: -4.742 -0.705 0.958  -0.742
O: -5.861 -0.708 1.399  0.034
N: -3.799 -0.370 1.881  0.132
N: -4.249 -1.007 -0.262  0.169
H: -4.181 -0.286 2.797  0.094
H: -2.803 -0.641 1.791  0.071
H: -3.335 -0.602 -0.490  0.043
H: -4.959 -0.902 -1.013  0.122
C: -2.804 -2.536 -3.412  -0.695
O: -3.670 -1.753 -3.099  0.035
N: -3.024 -3.553 -4.334  0.144
N: -1.532 -2.545 -3.048  0.189
H: -2.429 -4.352 -4.253  0.086
H: -3.963 -3.564 -4.629  0.083
H: -1.224 -1.825 -2.391  0.103
H: -1.001 -3.281 -3.444  0.087
C: 3.805 0.683 1.790  -0.637
O: 2.713 0.528 2.339  0.003
N: 4.411 1.835 1.637  0.203
N: 4.523 -0.430 1.353  0.166
H: 5.104 1.928 0.927  0.110
H: 3.935 2.649 1.995  0.084
H: 5.498 -0.262 1.236  0.086
H: 4.271 -1.294 1.828  0.065
C: -0.395 -0.302 0.079  -0.730
O: -1.543 -0.624 -0.242  -0.025
N: -0.074 0.896 0.424  0.259
N: 0.564 -1.195 -0.003  0.208
H: 0.871 1.145 0.622  0.109
H: -0.794 1.574 0.457  0.094
H: 1.360 -1.033 0.589  0.086
H: 0.170 -2.119 0.010  0.064
C: -3.786 3.185 0.872  -0.667
O: -3.364 4.010 0.054  0.004
N: -4.826 2.411 0.599  0.206
N: -3.362 3.038 2.154  0.180
H: -5.160 1.742 1.282  0.095
H: -5.093 2.413 -0.373  0.096
H: -3.411 2.091 2.506  0.081
H: -2.537 3.549 2.398  0.095
C: 3.482 2.380 -2.795  -0.050
C: 2.288 1.438 -2.600  -0.492
C: 1.820 0.668 -3.861  -0.036
O: 2.811 0.607 -1.600  -0.074
H: 3.199 3.093 -3.573  0.078
H: 4.336 1.831 -3.194  0.085
H: 3.697 2.838 -1.844  0.063
H: 1.423 1.971 -2.205  0.095
H: 0.886 0.067 -3.804  0.072
H: 2.618 -0.041 -4.140  0.078
H: 1.688 1.425 -4.640  0.075
H: 2.162 -0.033 -1.281  0.051

Output
Multiplicity: 1
Orbital gap: 0.3634 Eh
Energy relative to the best compared isomer or geometry (same formula, charge and spin): 0.0 kJ/mol
Calculated total energy: -67384.4037 eV
Lowest unoccupied orbital energy: 0.25 eV



Molecular formula: C13H22BNO8
Method: DFT, wB97M-V/def2-TZVPD

Last column: natural (NBO) charge in e.
Cartesian coordinates (Å):
C: -2.137 -1.051 -1.440  -0.621
C: -0.839 -1.831 -1.651  -0.407
C: 0.391 -1.045 -1.180  -0.393
C: 0.559 -1.052 0.342  -0.402
C: 1.393 0.106 0.883  -0.390
C: 2.707 0.322 0.134  -0.411
C: 3.481 1.555 0.624  -0.423
C: 3.262 2.806 -0.253  -0.437
C: 4.500 3.185 -1.032  -0.200
N: 4.841 2.007 -1.933  -0.678
H: -2.316 -0.339 -2.250  0.202
H: -2.111 -0.484 -0.503  0.209
H: -3.007 -1.706 -1.385  0.228
H: -0.718 -2.072 -2.713  0.193
H: -0.886 -2.787 -1.119  0.230
H: 0.283 -0.001 -1.522  0.172
H: 1.292 -1.442 -1.664  0.182
H: 0.971 -2.011 0.672  0.213
H: -0.431 -1.003 0.802  0.241
H: 1.623 -0.058 1.942  0.212
H: 0.797 1.029 0.840  0.196
H: 2.469 0.435 -0.933  0.179
H: 3.314 -0.588 0.211  0.210
H: 3.202 1.790 1.653  0.246
H: 4.556 1.322 0.691  0.179
H: 2.449 2.625 -0.968  0.219
H: 2.937 3.665 0.336  0.256
H: 4.381 4.050 -1.683  0.230
H: 5.374 3.327 -0.395  0.223
H: 4.060 1.796 -2.559  0.443
H: 4.976 1.172 -1.353  0.449
H: 5.676 2.159 -2.499  0.441
B: -4.427 -1.250 1.554  1.158
O: -3.054 -1.559 2.021  -0.655
C: -2.578 -2.603 1.378  0.686
O: -1.462 -3.038 1.455  -0.588
C: -3.700 -3.120 0.429  0.683
O: -3.604 -4.051 -0.318  -0.562
O: -4.733 -2.315 0.578  -0.650
O: -5.385 -1.212 2.658  -0.655
C: -5.946 -0.013 2.736  0.680
O: -6.760 0.347 3.532  -0.547
C: -5.334 0.854 1.590  0.681
O: -5.588 1.997 1.353  -0.556
O: -4.474 0.083 0.940  -0.665

Output
Multiplicity: 1
Orbital gap: 0.2343 Eh
Calculated total energy: -32388.1369 eV
Lowest unoccupied orbital energy: -2.12 eV



Molecular formula: C6H14O
Method: DFT, wB97M-V/def2-TZVPD

Last column: natural (NBO) charge in e.
Cartesian coordinates (Å):
C: 1.176 0.188 -3.153  -0.602
C: 0.575 0.979 -1.993  -0.395
C: 0.110 0.082 -0.848  -0.384
C: -0.468 0.876 0.334  -0.463
C: -0.989 0.013 1.434  0.117
O: -0.394 0.053 2.579  -0.349
C: -0.639 -0.661 3.653  -0.209
H: 1.516 0.850 -3.956  0.210
H: 0.442 -0.505 -3.582  0.202
H: 2.037 -0.405 -2.821  0.203
H: 1.315 1.696 -1.611  0.195
H: -0.273 1.578 -2.353  0.194
H: -0.645 -0.625 -1.220  0.195
H: 0.948 -0.529 -0.486  0.201
H: -1.265 1.536 -0.044  0.207
H: 0.307 1.529 0.753  0.219
H: -1.911 -0.559 1.351  0.162
H: -0.140 -2.210 1.494  -0.034
H: -1.589 -1.181 3.709  0.157
H: -0.071 -0.369 4.524  0.178
H: -0.040 -2.337 2.237  -0.003

Output
Multiplicity: 1
Orbital gap (spin up / spin down): 0.3063 / 0.2944 Eh
Energy relative to the best compared isomer or geometry (same formula, charge and spin): 434.5 kJ/mol
Calculated total energy: -8492.3888 eV
Lowest unoccupied orbital energy (spin up / spin down): 1.06 / 0.96 eV



Q: The highest calculated total energy belongs to which entry?
A: C6H14O



Q: The lowest calculated total energy belongs to which entry?
A: C36H38N3O2PPbS6